A cluster of 2 separate species, C2H5N3O3 in total at a distorted geometry, computed with wB97M-V/def2-TZVPD.

- gap between HOMO and LUMO (eV) = 11.2
- SMILES string = N#[N+][O-].COC(N)=O
- net charge = 0
- energy above the lowest of the compared OMol25 structures with the same formula, charge and spin (kcal per mole) = 38.0

Structure (XYZ):
```
13
C2H5N3O3 | the OMol25 dataset | wB97M-V/def2-TZVPD
N 0.51 -0.71 -2.29
N -1.34 1.62 -0.02
O 0.37 0.50 0.91
O -1.42 -0.60 0.04
H -2.22 1.38 -0.41
H 1.75 -0.36 2.14
H 0.37 -1.39 2.02
O 0.73 -1.75 -2.76
H -0.78 2.43 -0.07
H 1.57 -1.22 0.73
C -0.83 0.43 0.27
C 0.97 -0.70 1.48
N 0.30 0.35 -2.04
```